Entry a
DFT (wB97M-V/def2-TZVPD) results for the molecule C4H3NO2.

```
10
Properties=species:S:1:pos:R:3:lowdin_charge:R:1
O 2.584 0.921 0.359 0.084
C 1.991 -0.005 -0.139 -0.166
C 0.516 -0.025 -0.234 -0.333
N -0.273 -0.906 -0.767 0.146
C -1.526 -0.556 -0.301 -0.103
C -1.406 0.529 0.504 -0.077
O -0.108 0.888 0.537 0.083
H 2.489 -0.930 -0.469 0.130
H -2.418 -1.116 -0.540 0.109
H -2.071 1.105 1.125 0.127
```

Results
SMILES	O=Cc1ncco1
lowest unoccupied orbital energy	-0.17	eV
frontier orbital gap	9.77	eV
spin multiplicity	1

***

Entry b
DFT (wB97M-V/def2-TZVPD) results for the molecule C4H3NO2.

```
10
Properties=species:S:1:pos:R:3:lowdin_charge:R:1
C 0.185 1.630 1.708 -0.203
C -0.234 0.477 -0.629 -0.015
C 0.022 0.925 0.555 0.043
C -0.089 -1.091 -0.939 -0.181
N 0.258 2.364 2.594 0.191
O 0.417 -1.144 1.148 -0.085
O 0.879 -1.534 -0.058 -0.145
H -0.461 1.036 -1.416 0.069
H -1.193 -1.484 -0.859 0.157
H 0.214 -1.180 -2.105 0.168
```

Results
lowest unoccupied orbital energy (spin up / spin down)	-1.32 / -1.32	eV
frontier orbital gap (spin up / spin down)	8.84 / 8.05	eV
spin multiplicity	1

***

Entry c
DFT (wB97M-V/def2-TZVPD) results for the molecule C4H3NO2.

```
10
Properties=species:S:1:pos:R:3:lowdin_charge:R:1
H -2.711 -0.235 -0.524 0.074
N -2.100 0.507 -0.196 0.198
C -0.941 0.087 0.046 -0.429
C 0.168 0.947 0.437 0.013
C 1.297 0.300 0.190 0.053
C 0.947 -1.157 0.007 -0.401
O 1.578 -2.173 -0.003 0.154
O -0.437 -1.179 -0.183 0.097
H 0.147 2.020 0.498 0.124
H 2.053 0.883 -0.270 0.116
```

Results
SMILES	[H]/N=C1/C=CC(=O)O1
lowest unoccupied orbital energy	-0.68	eV
frontier orbital gap	10.01	eV
spin multiplicity	1

***

Q: Which of them is the least stable? A: entry b.

***

Entry a
DFT (wB97M-V/def2-TZVPD) results for a cluster of 2 separate species, C5H12O3 in total.

```
20
Properties=species:S:1:pos:R:3:lowdin_charge:R:1
C -1.750 -1.191 -0.923 -0.022
C -0.743 -1.519 0.183 -0.540
O 0.540 -1.724 -0.366 -0.012
O -1.097 -2.645 0.910 0.004
H -1.759 -1.996 -1.656 0.082
H -2.743 -1.081 -0.496 0.081
H -1.467 -0.268 -1.418 0.069
H -0.721 -0.700 0.919 0.125
H 0.849 -0.876 -0.704 0.057
H -1.029 -3.413 0.320 0.106
C -0.792 2.034 0.902 0.032
C 0.460 1.622 0.807 -0.249
O 1.003 1.181 -0.366 -0.177
C 2.414 1.154 -0.398 -0.087
H -1.439 2.058 0.047 0.063
H -1.200 2.337 1.847 0.057
H 1.128 1.600 1.662 0.123
H 2.819 0.509 0.389 0.098
H 2.831 2.160 -0.286 0.095
H 2.695 0.758 -1.371 0.096
```

Results
SMILES	CC(O)O.C=COC
lowest unoccupied orbital energy	0.91	eV
frontier orbital gap	10.21	eV
spin multiplicity	1

***

Entry b
DFT (wB97M-V/def2-TZVPD) results for a cluster of 3 separate species, C5H12O3 in total.

```
20
Properties=species:S:1:pos:R:3:lowdin_charge:R:1
C -2.686 0.073 -0.892 0.011
C -1.679 -0.709 -0.096 -0.578
O -0.863 -1.477 -0.614 0.022
O -2.082 -0.897 1.176 0.100
H -3.055 0.901 -0.294 0.087
H -3.521 -0.571 -1.156 0.097
H -2.225 0.438 -1.805 0.091
H -1.420 -1.417 1.662 0.131
C 2.927 -0.484 0.004 -0.058
C 1.633 -0.928 0.614 -0.367
O 1.350 -0.863 1.778 0.025
H 2.733 0.127 -0.875 0.070
H 3.527 0.078 0.723 0.082
H 3.482 -1.366 -0.319 0.081
H 0.797 -1.372 -0.121 0.116
C 0.253 1.710 0.059 -0.026
H -0.456 0.944 0.541 0.033
H 0.447 1.286 -0.917 0.027
H 1.188 1.921 0.562 0.032
H -0.349 2.606 -0.029 0.024
```

Results
SMILES	CC(=O)O.CC=O.C
lowest unoccupied orbital energy	0.73	eV
frontier orbital gap	9.89	eV
spin multiplicity	1

***

Entry c
DFT (wB97M-V/def2-TZVPD) results for a cluster of 2 separate species, C5H12O3 in total.

```
20
Properties=species:S:1:pos:R:3:lowdin_charge:R:1
O 0.037 -3.647 2.423 0.058
C 0.246 -2.502 2.120 -0.248
C -0.610 -1.760 1.075 -0.166
C 0.146 -1.189 -0.089 -0.214
C -0.519 0.017 -0.755 -0.200
C -0.659 1.348 -0.052 -0.216
O 0.209 2.380 -0.613 -0.109
H 1.039 -1.946 2.582 0.108
H -1.253 -2.627 0.738 0.132
H -1.389 -1.106 1.417 0.108
H 1.173 -0.957 0.178 0.113
H 0.331 -1.992 -0.771 0.109
H -0.032 0.288 -1.730 0.127
H -1.453 -0.132 -1.366 0.127
H -1.623 1.785 0.097 0.108
H -0.168 1.192 0.959 0.130
H 1.032 2.513 -0.138 0.086
O 0.945 3.741 -3.127 -0.067
H 0.303 4.387 -3.412 0.024
H 0.803 3.407 -2.232 -0.011
```

Results
SMILES	O=CCCCCO.O
lowest unoccupied orbital energy	0.56	eV
frontier orbital gap	10.65	eV
spin multiplicity	1

***

Entry d
DFT (wB97M-V/def2-TZVPD) results for a cluster of 2 separate species, C5H12O3 in total.

```
20
Properties=species:S:1:pos:R:3:lowdin_charge:R:1
C 0.764 1.483 -0.378 -0.074
C 0.379 0.043 -0.700 -0.413
C 0.842 -0.292 -2.124 -0.064
C -1.126 -0.180 -0.524 -0.084
C -1.562 -0.783 0.794 -0.505
O -1.592 -1.923 1.159 0.117
O -2.172 0.199 1.534 0.081
H 1.817 1.648 -0.584 0.080
H 0.123 2.157 -0.930 0.079
H 0.603 1.831 0.634 0.077
H 0.916 -0.589 0.003 0.114
H 0.888 -1.378 -2.225 0.082
H 0.119 0.050 -2.861 0.083
H 1.870 0.046 -2.232 0.077
H -1.645 -0.674 -1.338 0.129
H -1.621 0.790 -0.598 0.117
H -2.495 -0.165 2.366 0.117
O 1.738 -0.743 2.664 -0.051
H 1.089 -0.805 3.375 0.039
H 1.065 -0.715 1.965 -0.001
```

Results
SMILES	CC(C)CC(=O)O.O
lowest unoccupied orbital energy	0.53	eV
frontier orbital gap	11.34	eV
spin multiplicity	1

***

Q: Which of them is the least stable? A: entry c.

***

Entry a
DFT (wB97M-V/def2-TZVPD) results for a cluster of 2 separate species, C5H12O3 in total.

```
20
Properties=species:S:1:pos:R:3:lowdin_charge:R:1
C -1.537 -0.316 0.872 -0.097
C -1.357 1.106 0.351 -0.247
C -0.458 1.310 -0.854 -0.186
C 0.533 0.169 -1.188 -0.104
C 1.747 0.302 -0.307 -0.524
O 1.953 -0.200 0.760 0.113
O 2.626 1.165 -0.879 0.091
H -2.233 -0.823 0.200 0.086
H -1.988 -0.354 1.865 0.083
H -0.609 -0.850 0.801 0.012
H -1.010 1.746 1.164 0.102
H -2.328 1.585 0.186 0.104
H 0.129 2.229 -0.826 0.110
H -1.001 1.512 -1.792 0.113
H 0.098 -0.828 -1.071 0.113
H 0.856 0.260 -2.216 0.116
H 3.349 1.378 -0.276 0.122
O 0.460 -3.094 0.682 -0.056
H 0.764 -3.806 1.251 0.038
H 0.004 -2.490 1.279 0.010
```

Results
SMILES	CCCCC(=O)O.O
lowest unoccupied orbital energy	0.81	eV
frontier orbital gap	11.04	eV
spin multiplicity	1

***

Entry b
DFT (wB97M-V/def2-TZVPD) results for a cluster of 3 separate species, C5H12O3 in total.

```
20
Properties=species:S:1:pos:R:3:lowdin_charge:R:1
C -0.088 0.661 -2.453 0.056
C 0.344 -0.041 -1.411 -0.430
O 0.329 -1.411 -1.324 -0.011
C 0.961 0.487 -0.141 -0.080
C 0.201 1.030 0.802 -0.151
C 0.825 1.668 2.018 -0.093
H -0.443 0.036 -3.273 0.068
H 0.014 1.717 -2.629 0.062
H -0.419 -1.840 -1.781 0.098
H 2.039 0.509 -0.267 0.123
H -0.871 1.087 0.702 0.113
H 0.451 2.689 2.107 0.072
H 0.480 1.121 2.898 0.071
H 1.913 1.685 1.982 0.075
O 0.022 -1.863 1.882 -0.069
H 0.303 -1.824 0.951 0.009
H 0.848 -1.755 2.381 0.048
O -2.381 -1.653 -0.990 -0.037
H -1.934 -1.518 -0.143 0.041
H -2.595 -0.785 -1.311 0.033
```

Results
SMILES	C=C(O)/C=C/C.O.O
lowest unoccupied orbital energy	0.78	eV
frontier orbital gap	10.06	eV
spin multiplicity	1

***

Q: Which of them is the least stable? A: entry b.

***

Entry a
DFT (wB97M-V/def2-TZVPD) results for a cluster of 2 separate species, C2H2O3 in total.

```
7
Properties=species:S:1:pos:R:3:lowdin_charge:R:1
C -0.061 1.293 0.503 0.168
C 1.983 0.144 -0.010 -0.347
O 3.122 0.269 0.038 0.261
O 1.385 -1.746 0.072 -0.105
O 0.951 0.832 -0.167 0.000
H -0.861 1.651 -0.355 0.080
H 0.517 -1.450 0.211 -0.057
```

Results
lowest unoccupied orbital energy	-1.59	eV
frontier orbital gap	8.86	eV
spin multiplicity	1

***

Entry b
DFT (wB97M-V/def2-TZVPD) results for a cluster of 3 separate species, C2H2O3 in total.

```
7
Properties=species:S:1:pos:R:3:lowdin_charge:R:1
C 0.363 1.435 -0.106 0.000
C 1.562 -1.157 -0.447 0.001
O 1.449 1.742 -0.210 0.026
O -1.901 -0.581 0.398 -0.111
O 2.363 -1.129 0.363 0.031
H -1.540 -0.563 -0.556 0.062
H -2.296 0.252 0.557 -0.008
```

Results
lowest unoccupied orbital energy	0.76	eV
frontier orbital gap	12.12	eV
spin multiplicity	1

***

Entry c
DFT (wB97M-V/def2-TZVPD) results for a cluster of 2 separate species, C2H2O3 in total.

```
7
Properties=species:S:1:pos:R:3:lowdin_charge:R:1
C -2.474 -0.450 -0.798 -0.005
C 1.033 -0.075 0.133 -0.223
O -2.741 -0.410 0.294 0.028
O 1.217 1.058 -0.516 -0.031
O 0.477 1.136 0.643 -0.008
H 0.552 -0.869 -0.438 0.114
H 1.935 -0.390 0.681 0.124
```

Results
lowest unoccupied orbital energy	0.99	eV
frontier orbital gap	11.24	eV
spin multiplicity	1

***

Q: Which of them is the least stable? A: entry a.